Entry 1:
{
  "formula": "C2H2N2O",
  "method": "the ωB97M-V functional and the def2-TZVPD basis",
  "e_lumo_ev": -0.095,
  "spin_multiplicity": 1,
  "homo_energy_ev": -9.3320,
  "orbital_gap_ev": 9.2,
  "energy_ha": -262.0646,
  "elements": ["C", "H", "N", "N", "C", "H", "O"],
  "coordinates": [[0.534, 0.068, -1.079], [0.460, 0.640, 1.419], [-1.302, -1.138, 1.733], [-0.602, -0.723, 0.954], [0.342, 0.043, 0.433], [1.271, 0.798, -1.467], [-0.045, -0.642, -1.883]],
  "forces_ev_per_a": [[-0.2, 0.1, 0.8], [1.3, 0.3, -2.7], [0.4, -0.3, -1.4], [-1.3, -0.7, 1.2], [-0.4, 0.4, 0.3], [-0.1, 0.0, 0.5], [0.2, 0.3, 1.3]],
  "nbo_charge": [0.3856, 0.2678, 0.0619, 0.0996, -0.4059, 0.1340, -0.5429]
}

---

Entry 2:
{
  "formula": "C5H10O",
  "method": "the ωB97M-V functional and the def2-TZVPD basis",
  "e_lumo_ev": 1.063,
  "spin_multiplicity": 1,
  "homo_energy_ev": -10.0003,
  "orbital_gap_ev": 11.1,
  "energy_ha": -271.6770,
  "elements": ["H", "H", "H", "C", "O", "C", "H", "C", "H", "C", "H", "H", "C", "H", "H", "H"],
  "coordinates": [[-0.796, 2.320, 0.409], [-1.559, -0.680, 0.806], [-0.507, 1.559, -2.053], [-0.956, 0.181, 1.089], [1.113, -2.431, 0.984], [0.440, 0.358, 0.518], [-1.579, 0.216, -1.595], [-0.693, 1.282, 0.123], [0.483, -1.132, -1.361], [-0.682, 0.779, -1.313], [1.251, 0.605, 1.209], [-1.116, 0.505, 2.120], [0.557, -0.092, -1.000], [0.586, -1.637, 0.832], [1.982, -2.140, 0.686], [1.473, 0.305, -1.454]],
  "forces_ev_per_a": [[-0.1, -0.1, 0.0], [0.0, 0.1, -0.1], [0.0, -0.1, 0.0], [-0.1, -0.1, -0.1], [0.2, 0.0, -0.1], [0.3, 0.0, -0.3], [0.1, 0.1, 0.0], [-0.2, 0.4, 0.0], [0.0, 0.1, 0.8], [-0.2, 0.2, -0.2], [-0.1, -0.2, -0.5], [0.3, -0.2, -0.3], [0.0, 0.0, 0.2], [-0.2, -0.2, 0.2], [0.1, -0.2, 0.1], [-0.2, 0.1, 0.2]],
  "nbo_charge": [0.2190, 0.2117, 0.2126, -0.4289, -0.9401, -0.2772, 0.2013, -0.2183, 0.2126, -0.4016, 0.2296, 0.2312, -0.4032, 0.4787, 0.4593, 0.2134]
}

---

Entry 3:
{
  "formula": "C32H45AsO4PS4Se2SiTcTe",
  "method": "the ωB97M-V functional and the def2-TZVPD basis",
  "e_lumo_ev": -7.363,
  "spin_multiplicity": 1,
  "homo_energy_ev": -13.7524,
  "charge": 2,
  "orbital_gap_ev": 6.4,
  "energy_ha": -11158.1713,
  "elements": ["H", "C", "C", "O", "Tc", "C", "C", "H", "H", "C", "H", "H", "C", "H", "H", "H", "C", "C", "H", "Si", "Se", "H", "H", "C", "H", "C", "H", "H", "H", "O", "S", "C", "O", "H", "H", "H", "H", "C", "H", "C", "P", "H", "C", "H", "C", "H", "C", "C", "O", "H", "C", "H", "H", "C", "H", "C", "Se", "S", "H", "Te", "C", "H", "C", "H", "H", "C", "H", "C", "H", "H", "S", "C", "H", "C", "H", "H", "H", "C", "S", "H", "H", "C", "H", "H", "C", "H", "C", "C", "As", "C", "H", "H"],
  "coordinates": [[1.505, 1.158, 8.631], [2.615, -0.464, 7.765], [1.085, 3.777, -1.340], [-1.352, -0.198, -2.289], [0.841, 0.109, 0.818], [2.374, -4.800, 0.180], [-1.515, 0.792, 4.509], [0.033, -3.702, -2.572], [-5.077, 3.542, -1.144], [-2.262, 0.370, -4.462], [4.212, -4.652, -4.857], [-0.703, 4.011, -3.414], [4.272, -4.885, -1.481], [-3.319, -1.733, -3.043], [2.227, -1.665, 4.627], [2.491, 2.190, -4.068], [-3.520, 0.279, 5.723], [3.846, -4.686, -3.840], [0.122, 1.519, 6.627], [-0.890, 1.255, -1.794], [0.177, -1.376, 2.599], [3.019, 2.138, -2.379], [-1.795, -0.986, 5.708], [-3.355, 2.329, 4.461], [-5.078, 1.745, 5.589], [1.088, 3.051, -2.678], [2.978, -4.244, 0.897], [1.583, 4.742, -1.440], [3.211, -0.626, 8.652], [-1.975, 2.403, -1.606], [4.610, -0.830, -2.410], [2.813, -1.262, 6.645], [0.443, 1.747, -2.519], [3.064, 3.664, -3.277], [-3.235, 0.594, -4.025], [1.632, 3.198, -0.592], [-2.085, 2.706, 1.007], [2.020, -4.585, -2.287], [-4.393, 2.813, -2.602], [-3.773, 1.164, -0.517], [0.135, 0.312, 4.044], [-2.396, 4.256, 0.201], [0.881, 0.747, 6.627], [0.805, 4.783, -3.922], [1.085, -0.055, 5.500], [-1.840, -2.686, -2.895], [-3.198, 2.538, -0.828], [-2.235, -0.065, 5.347], [-0.393, 0.801, -0.158], [-3.092, 0.574, 0.102], [-2.821, 3.281, 0.442], [-1.505, 2.655, 3.428], [4.966, -4.998, -0.660], [0.549, -4.460, -1.985], [0.412, -1.636, -3.573], [-1.530, -0.689, -3.650], [1.123, 1.725, 2.669], [2.985, 0.709, 0.444], [-3.701, 3.433, 1.067], [0.476, -3.848, 0.053], [4.735, -4.854, -2.788], [-3.787, 3.265, 4.135], [0.322, 3.824, -3.736], [-2.420, 0.020, -5.483], [-3.980, 0.613, -1.434], [2.913, -4.753, -1.230], [2.200, -5.812, 0.552], [2.504, 2.741, -3.128], [3.562, -2.041, 6.660], [-4.087, -0.379, 6.368], [1.393, -1.714, -0.507], [-4.150, 3.352, -1.685], [1.798, -4.410, -4.416], [-2.070, 1.989, 4.066], [-2.551, -2.395, -4.492], [-4.710, 1.278, 0.029], [0.067, 3.959, -0.994], [2.488, -4.548, -3.593], [4.936, -2.132, 1.044], [-0.256, -1.467, -5.210], [5.793, -4.949, -2.983], [-2.361, -1.952, -3.514], [0.001, -5.402, -2.056], [0.305, 3.266, -4.673], [2.055, -1.057, 5.505], [0.413, -0.064, -4.364], [-4.077, 1.475, 5.282], [1.654, 0.541, 7.756], [4.205, -0.992, -0.455], [-0.159, -0.983, -4.239], [-3.701, 4.308, -1.951], [-1.676, 1.292, -4.518]],
  "forces_ev_per_a": [[0.0, 0.0, 0.0], [0.0, 0.0, 0.0], [0.0, 0.0, 0.0], [0.0, -0.1, 0.1], [0.3, 0.0, -0.2], [0.1, 0.0, 0.0], [0.0, 0.0, 0.0], [0.0, 0.0, 0.0], [0.0, 0.0, 0.0], [0.0, 0.0, -0.1], [0.0, 0.0, 0.0], [0.0, 0.0, 0.0], [0.0, 0.0, 0.0], [0.0, 0.0, 0.0], [0.0, 0.0, 0.0], [0.0, 0.0, 0.0], [0.0, 0.0, 0.0], [0.0, 0.0, 0.0], [0.0, 0.0, 0.0], [0.2, 0.0, -0.1], [-0.2, -0.1, 0.0], [0.0, 0.0, 0.0], [0.0, 0.0, 0.0], [0.0, 0.0, 0.0], [0.0, 0.0, 0.0], [0.0, 0.0, 0.0], [0.0, 0.0, 0.0], [0.0, 0.0, 0.0], [0.0, 0.0, 0.0], [0.0, 0.0, 0.0], [0.0, 0.0, -0.1], [0.0, 0.0, 0.0], [0.0, 0.0, 0.0], [0.0, 0.0, 0.0], [0.0, 0.0, 0.0], [0.0, 0.0, 0.0], [0.0, 0.0, 0.0], [0.1, 0.0, 0.0], [0.0, 0.0, 0.0], [0.0, 0.1, 0.0], [0.0, 0.0, 0.0], [0.0, 0.0, 0.0], [0.0, 0.0, 0.0], [0.0, 0.0, 0.0], [-0.1, 0.0, 0.1], [0.0, 0.0, 0.0], [0.0, 0.0, 0.0], [0.0, 0.0, 0.0], [-0.1, 0.0, 0.1], [0.0, 0.0, 0.0], [0.0, 0.0, 0.0], [0.0, 0.0, 0.0], [0.0, 0.0, 0.0], [0.0, 0.0, 0.0], [0.0, 0.0, 0.0], [-0.1, 0.0, 0.0], [0.1, 0.0, -0.1], [-0.2, 0.0, 0.0], [0.0, 0.0, 0.0], [0.0, 0.0, 0.0], [0.0, 0.0, 0.0], [0.0, 0.0, 0.0], [0.0, 0.0, 0.0], [0.0, 0.0, 0.0], [0.0, 0.0, 0.0], [-0.1, 0.0, 0.0], [0.0, 0.0, 0.0], [0.0, 0.0, 0.0], [0.0, 0.0, 0.0], [0.0, 0.0, 0.0], [0.0, -0.1, 0.0], [0.0, 0.0, 0.0], [0.0, 0.0, 0.0], [0.0, 0.0, 0.0], [0.0, 0.0, 0.0], [0.0, 0.0, 0.0], [0.0, 0.0, 0.0], [0.0, 0.0, 0.0], [0.0, 0.0, 0.1], [0.0, 0.0, 0.0], [0.0, 0.0, 0.0], [0.0, 0.0, 0.0], [0.0, 0.0, 0.0], [0.0, 0.0, 0.0], [0.1, 0.0, 0.0], [0.0, 0.0, 0.0], [0.0, 0.0, 0.0], [0.0, 0.0, 0.0], [0.0, 0.0, 0.0], [0.1, 0.1, 0.1], [0.0, 0.0, 0.0], [0.0, 0.0, 0.0]],
  "mulliken_charge": [0.4235, -0.4670, -1.1588, 0.4200, 0.1074, -0.8723, 0.6771, -0.2386, 0.4253, -1.4371, 0.4429, 0.1903, -0.5134, 0.3743, 0.2825, 0.3206, -0.7363, -0.6800, 0.4418, -1.3095, -0.2336, 0.1654, 0.4289, -0.7236, 0.4318, 1.4970, 0.2901, 0.5919, 0.4180, 0.8283, -0.1661, -0.7045, 0.1217, 0.4416, 0.2983, 0.0511, -0.0493, 0.5440, 0.3763, -1.2137, 1.0547, 0.3113, -0.4783, 0.5177, 0.8579, 0.1784, 1.6480, -0.4108, 0.7324, 0.0913, -1.3571, 0.2784, 0.4604, -0.3956, 0.1434, 1.4757, -0.3398, -0.2744, 0.5923, 0.0964, -0.6223, 0.4651, -1.6565, 0.5638, 0.2099, 0.6009, 0.5756, -1.4702, 0.4223, 0.4409, 0.3844, -1.8167, 0.4728, -0.3520, 0.4297, 0.6031, 0.1110, -0.7107, -0.2468, 0.5935, 0.4370, -1.5585, 0.6217, 0.3273, -0.5216, 0.0432, -0.4813, -0.7142, 0.2873, -1.2092, 0.3586, 0.1432]
}

---

Entry 4:
{
  "formula": "C41H44BrFN3O5S3Y",
  "method": "the ωB97M-V functional and the def2-TZVPD basis",
  "e_lumo_ev": 3.847,
  "spin_multiplicity": 1,
  "homo_energy_ev": -1.4947,
  "charge": -2,
  "orbital_gap_ev": 5.3,
  "energy_ha": -6036.2896,
  "elements": ["H", "H", "C", "H", "H", "H", "C", "O", "H", "C", "H", "H", "O", "N", "C", "C", "H", "H", "H", "C", "C", "Y", "H", "C", "C", "C", "H", "H", "C", "C", "C", "C", "H", "H", "H", "C", "H", "H", "F", "H", "C", "H", "H", "C", "C", "S", "H", "C", "H", "H", "C", "C", "C", "C", "C", "C", "C", "S", "H", "S", "H", "N", "O", "H", "H", "H", "H", "C", "C", "C", "Br", "C", "C", "H", "C", "C", "C", "C", "H", "H", "C", "H", "H", "C", "H", "H", "C", "O", "H", "C", "O", "C", "H", "H", "H", "H", "N", "H", "C"],
  "coordinates": [[1.262, 3.025, 0.567], [3.581, 0.811, -0.509], [2.987, 3.799, -0.418], [2.864, -2.801, -2.639], [0.858, -0.880, -5.810], [-5.699, 0.956, 0.736], [5.478, -0.666, -2.909], [0.293, 0.226, -3.394], [0.224, -3.553, -1.036], [-1.020, 2.870, -3.443], [-4.082, -0.327, 3.861], [3.644, -2.029, 1.013], [-1.043, -5.060, 4.909], [0.345, -1.192, 4.473], [-1.271, -1.416, -4.245], [3.064, -0.983, -1.524], [-1.349, -2.469, -4.522], [-6.500, 0.419, 2.230], [-3.819, 4.770, -3.715], [-0.116, 0.258, -2.025], [-2.127, 3.043, -1.331], [0.200, 0.387, 1.683], [-2.721, 2.181, 2.230], [2.305, -5.140, 1.099], [1.337, 2.381, -1.477], [-0.610, -3.770, 4.782], [-1.582, -0.538, 4.627], [-1.984, -1.222, -3.446], [5.088, 0.258, -1.953], [1.244, -4.926, 0.235], [3.240, 3.210, -2.722], [3.477, -1.926, -2.466], [1.757, 1.915, -3.534], [-2.174, 2.776, -0.284], [-3.922, 4.208, -1.298], [3.178, -4.092, 1.369], [0.546, -5.727, 0.023], [-6.064, 2.760, 3.206], [-0.639, -1.574, 1.758], [-2.551, -2.830, 4.933], [-0.956, -1.425, 4.641], [-2.618, -0.333, 2.436], [-3.601, 1.263, 4.482], [-3.054, 4.151, -3.261], [-1.484, -2.690, 4.810], [1.128, 3.409, 5.598], [-0.214, 2.497, -4.057], [0.156, -1.113, -3.790], [4.629, 4.451, -1.646], [-4.403, 3.371, 3.273], [1.144, -2.228, 4.503], [-5.101, 2.766, 2.690], [-4.371, 0.726, 3.923], [3.707, 3.882, -1.601], [0.748, -3.549, 4.640], [2.073, 2.463, -2.659], [3.890, 0.101, -1.265], [2.030, 1.869, 3.206], [-5.225, 3.231, 1.711], [-0.860, 2.102, 3.795], [2.447, -6.108, 1.567], [-2.515, 0.321, 1.664], [0.454, -1.893, -2.640], [-0.281, -1.456, -0.755], [-1.530, -0.799, -5.108], [-1.202, 0.084, -1.997], [6.413, -0.542, -3.444], [2.983, -2.855, 0.780], [4.666, -1.766, -3.161], [0.465, -1.063, -1.453], [3.006, -1.855, 4.390], [-0.017, 1.658, -1.365], [1.056, -3.682, -0.360], [-5.148, -0.505, 1.566], [1.157, -1.393, -4.894], [-1.068, 2.551, -2.085], [1.804, -1.192, -0.671], [0.790, 2.491, 4.243], [-2.007, -5.055, 4.915], [3.802, 3.239, -3.649], [-2.002, 3.660, -4.024], [1.198, -2.465, -5.090], [4.966, -2.509, -3.892], [-4.564, 1.347, 2.532], [4.002, -4.233, 2.059], [2.141, -1.047, -4.587], [-3.109, 3.837, -1.911], [-0.413, 1.487, -0.067], [-5.308, 0.763, 4.485], [1.809, 3.067, -0.364], [1.767, -0.306, 0.378], [1.923, -2.628, -0.095], [-2.705, -0.166, 0.797], [3.334, 4.296, 0.480], [-1.942, 3.894, -5.082], [5.712, 1.117, -1.736], [-3.313, 1.487, 1.775], [1.454, -4.364, 4.617], [-5.539, 0.503, 1.715]],
  "forces_ev_per_a": [[0.0, 0.0, 0.0], [0.0, 0.0, 0.0], [0.0, 0.0, 0.0], [0.0, 0.0, 0.0], [0.0, 0.0, 0.0], [0.0, 0.0, 0.0], [0.0, 0.0, 0.0], [0.0, 0.0, 0.0], [0.0, 0.0, 0.0], [0.0, 0.0, 0.0], [0.0, 0.0, 0.0], [0.0, 0.0, 0.0], [-0.1, 0.0, 0.0], [0.0, 0.1, 0.1], [0.0, 0.0, 0.0], [0.0, 0.0, 0.0], [0.0, 0.0, 0.0], [0.0, 0.0, 0.0], [0.0, 0.0, 0.0], [0.0, 0.0, -0.1], [0.0, 0.0, 0.0], [-0.5, 0.2, 0.3], [0.0, 0.0, 0.0], [0.0, 0.0, 0.0], [0.0, 0.0, -0.1], [-0.1, 0.0, 0.0], [0.0, 0.0, 0.0], [0.0, 0.0, 0.0], [0.0, 0.0, 0.0], [0.0, 0.0, 0.0], [0.0, 0.0, 0.0], [0.0, 0.0, 0.0], [0.0, 0.0, 0.0], [0.0, 0.0, 0.0], [0.0, 0.0, 0.0], [0.0, 0.0, 0.0], [0.0, 0.0, 0.0], [0.0, 0.0, 0.0], [0.0, 0.0, 0.0], [0.0, 0.0, 0.0], [0.0, 0.0, -0.1], [0.0, 0.0, 0.0], [0.0, 0.0, 0.0], [0.0, 0.0, 0.0], [0.0, 0.0, 0.0], [0.0, 0.0, 0.0], [0.0, 0.0, 0.0], [0.0, 0.0, 0.0], [0.0, 0.0, 0.0], [0.0, 0.0, 0.0], [0.1, -0.1, 0.0], [0.0, 0.0, 0.0], [0.0, 0.0, 0.0], [0.0, 0.0, 0.0], [0.0, 0.0, 0.0], [0.0, 0.0, 0.0], [0.0, 0.0, 0.0], [0.0, 0.0, 0.0], [0.0, 0.0, 0.0], [0.1, -0.1, -0.1], [0.0, 0.0, 0.0], [0.1, 0.0, 0.0], [0.0, 0.0, 0.0], [0.0, 0.0, 0.0], [0.0, 0.0, 0.0], [0.0, 0.0, 0.0], [0.0, 0.0, 0.0], [0.0, 0.0, 0.1], [0.0, 0.0, 0.0], [0.0, -0.1, -0.1], [0.0, 0.0, 0.0], [0.1, -0.1, 0.1], [0.0, 0.0, 0.0], [0.0, 0.0, 0.0], [0.0, 0.0, 0.0], [0.0, 0.0, -0.1], [-0.1, 0.1, 0.1], [-0.1, 0.0, 0.0], [0.1, 0.0, 0.0], [0.0, 0.0, 0.0], [0.0, 0.0, 0.0], [0.0, 0.0, 0.0], [0.0, 0.0, 0.0], [0.0, 0.0, 0.0], [0.0, 0.0, 0.0], [0.0, 0.0, 0.0], [0.0, 0.0, 0.0], [0.0, 0.0, 0.0], [0.0, 0.0, 0.0], [0.0, 0.0, 0.0], [0.2, -0.2, -0.1], [0.0, 0.0, 0.0], [0.0, 0.1, 0.1], [0.0, 0.0, 0.0], [0.0, 0.0, 0.0], [0.0, 0.0, 0.0], [0.1, 0.0, 0.0], [0.0, 0.0, 0.0], [0.0, 0.0, 0.0]],
  "mulliken_charge": [0.5876, 0.1670, -0.8753, 0.3989, 0.4290, 0.3830, -0.6711, -0.2110, 0.3887, 0.0737, 0.3293, 0.4978, -0.5765, -0.2065, -1.8824, 0.5687, 0.4307, 0.4560, 0.3716, -1.7492, -0.7255, -0.0057, 0.1142, -0.5040, 0.0283, 1.1236, 0.6294, 0.3564, -0.4830, -0.9095, -1.0288, -0.5978, 0.1222, 0.2232, 0.4419, -0.5897, 0.3910, 0.4426, -0.7880, 0.2881, -0.6473, 0.0418, 0.2587, -0.5548, -0.6370, -0.4374, 0.2033, 1.6229, 0.3663, 0.3846, -0.0934, -1.8275, -1.5082, -0.5850, -0.4535, 0.4183, -0.5454, -0.4874, 0.3248, -0.3728, 0.3755, 0.1365, -0.3422, 1.2110, 0.3725, 0.1587, 0.3745, -0.6736, -0.6366, -0.4414, -0.1361, 3.1303, 0.0386, 0.3033, -1.9358, 0.0053, 2.6721, 0.1348, 0.2790, 0.3579, -1.0983, 0.3770, 0.3971, 1.5963, 0.3879, 0.3743, -0.7713, 0.2068, 0.5001, -0.6953, -0.7229, -0.5728, 0.1724, 0.4598, 0.3797, 0.4479, -0.2597, 0.3899, -1.8629]
}